No. 1
Below is a molecular structure, C46H40BNO18SSi2, with properties calculated with ωB97M-V/def2-TZVPD.

As for the spin multiplicity: 1. The total energy is -4187.752150 hartree. Its charge is 0. The gap between HOMO and LUMO comes out at 7.313 eV.

Structure (XYZ):
```
109
Properties=species:S:1:pos:R:3:lowdin_charge:R:1
C 6.341 1.583 0.571 -0.095
C 5.109 0.652 0.490 -0.193
B 4.028 1.327 -0.450 -0.483
O 4.352 1.512 -1.782 0.078
Si 2.206 1.868 0.214 0.650
C 1.762 3.595 -0.454 -0.278
O 2.696 4.024 -1.453 -0.221
O 2.891 5.421 -1.253 -0.036
O 1.157 0.620 -0.273 -0.398
Si -0.474 0.833 -0.046 0.472
N -0.908 0.993 1.673 -0.006
C -1.032 2.123 2.056 -0.900
S -0.768 3.588 2.578 0.683
H 7.138 1.107 1.130 0.054
H 6.114 2.532 1.048 0.077
H 6.726 1.749 -0.430 0.072
H 5.437 -0.269 0.007 0.073
H 4.713 0.412 1.472 0.092
H 5.026 2.190 -1.890 0.102
H 2.158 1.942 1.694 0.014
H 0.758 3.699 -0.867 0.068
H 1.866 4.291 0.378 0.077
H 2.830 5.798 -2.138 0.097
H -0.904 1.985 -0.848 0.003
H -1.132 -0.371 -0.560 -0.014
C -5.367 3.964 -0.425 -0.001
C -4.504 3.025 -0.047 0.022
C -4.199 1.869 -0.918 -0.365
O -3.412 1.003 -0.582 0.027
C -4.888 1.793 -2.229 0.023
C -5.749 2.730 -2.609 0.025
C -6.054 3.891 -1.737 -0.374
O -6.840 4.748 -2.084 0.105
H -5.604 4.814 0.191 0.110
H -3.993 3.060 0.908 0.117
H -4.651 0.942 -2.851 0.097
H -6.260 2.692 -3.563 0.112
C -9.104 3.442 2.025 0.027
C -10.198 3.731 2.723 0.023
C -10.146 4.650 3.889 -0.386
O -11.143 4.912 4.526 0.109
C -8.828 5.232 4.243 0.026
C -7.733 4.942 3.544 0.032
C -7.788 4.025 2.382 -0.350
O -6.790 3.759 1.739 0.082
H -9.120 2.775 1.172 0.123
H -11.168 3.317 2.480 0.122
H -8.810 5.899 5.095 0.124
H -6.765 5.355 3.788 0.114
C 10.549 -1.527 1.743 0.019
C 10.508 -2.779 2.190 0.020
C 9.388 -3.688 1.835 -0.382
O 9.351 -4.828 2.246 0.108
C 8.317 -3.147 0.962 0.026
C 8.359 -1.896 0.514 0.025
C 9.478 -0.988 0.868 -0.384
O 9.512 0.154 0.460 0.097
H 11.355 -0.849 1.991 0.121
H 11.279 -3.192 2.828 0.121
H 7.507 -3.822 0.715 0.105
H 7.586 -1.483 -0.122 0.110
C 3.012 -2.539 -2.560 0.038
C 3.635 -2.292 -1.412 0.037
C 4.576 -3.276 -0.820 -0.361
O 5.148 -3.051 0.227 0.095
C 4.795 -4.545 -1.557 0.025
C 4.170 -4.791 -2.704 0.014
C 3.230 -3.809 -3.297 -0.382
O 2.662 -4.036 -4.344 0.104
H 2.322 -1.834 -3.007 0.126
H 3.487 -1.372 -0.862 0.101
H 5.483 -5.251 -1.112 0.110
H 4.319 -5.711 -3.253 0.106
C -7.565 -1.420 -6.367 0.024
C -7.012 -0.331 -5.841 0.024
C -5.560 -0.272 -5.549 -0.370
O -5.055 0.722 -5.067 0.086
C -4.746 -1.470 -5.865 0.025
C -5.298 -2.560 -6.390 0.024
C -6.752 -2.622 -6.684 -0.385
O -7.256 -3.612 -7.164 0.113
H -8.623 -1.485 -6.587 0.123
H -7.588 0.554 -5.604 0.122
H -3.688 -1.405 -5.644 0.124
H -4.722 -3.445 -6.628 0.124
C 4.528 -9.955 -1.098 0.023
C 3.719 -10.995 -1.276 0.023
C 2.488 -10.882 -2.098 -0.385
O 1.750 -11.829 -2.259 0.113
C 2.196 -9.564 -2.715 0.027
C 3.005 -8.523 -2.537 0.026
C 4.235 -8.638 -1.715 -0.369
O 4.977 -7.691 -1.551 0.096
H 5.429 -10.016 -0.502 0.123
H 3.916 -11.964 -0.835 0.123
H 1.294 -9.501 -3.311 0.124
H 2.806 -7.555 -2.978 0.111
C -1.211 6.416 6.342 0.022
C -2.376 6.275 5.717 0.016
C -3.379 5.285 6.176 -0.387
O -4.441 5.155 5.606 0.094
C -3.036 4.458 7.358 0.021
C -1.871 4.598 7.984 0.023
C -0.866 5.589 7.526 -0.386
O 0.194 5.719 8.096 0.111
H -0.465 7.132 6.023 0.123
H -2.646 6.869 4.853 0.122
H -3.783 3.741 7.677 0.122
H -1.602 4.003 8.848 0.123
```

***

No. 2
Below is 12 unconnected molecules or ions with the total composition C22H62Cl8O20P2, with properties calculated with ωB97M-V/def2-TZVPD.

As for the spin multiplicity: 1. The total energy is -6744.485636 hartree. As for the SMILES: COP(=O)(OC)OC.COP(=O)(OC)OC.ClCCl.ClCCl.ClCCl.ClCCl.OCCO.OCCO.OCCO.OCCO.OCCO.OCCO. Its charge is 0. The gap between HOMO and LUMO comes out at 9.499 eV.

Structure (XYZ):
```
114
Properties=species:S:1:pos:R:3:lowdin_charge:R:1
C 5.855 -5.316 -2.816 -0.091
O 6.194 -3.936 -2.653 -0.206
P 5.586 -2.768 -3.572 0.440
O 6.290 -1.459 -3.352 -0.231
O 4.023 -2.786 -3.285 -0.194
C 3.597 -2.400 -2.047 -0.163
O 5.635 -3.323 -5.071 -0.207
C 5.084 -2.551 -6.117 -0.102
H 4.892 -5.371 -3.322 0.089
H 5.717 -5.832 -1.866 0.084
H 6.686 -5.883 -3.236 0.091
H 4.359 -1.852 -1.493 0.061
H 3.307 -3.312 -1.525 0.095
H 2.802 -1.654 -2.031 0.078
H 5.790 -2.507 -6.946 0.088
H 4.886 -1.507 -5.874 0.092
H 4.213 -3.067 -6.522 0.092
C -2.371 2.046 -2.085 -0.107
O -1.102 2.170 -1.476 -0.223
P -0.649 1.205 -0.232 0.527
O -1.291 -0.129 -0.222 -0.236
O -0.845 2.185 1.040 -0.236
C -2.105 2.281 1.724 -0.072
O 0.999 1.166 -0.351 -0.240
C 1.716 0.271 0.572 -0.115
H -2.834 2.969 -1.736 0.084
H -2.897 1.190 -1.663 0.086
H -2.304 2.086 -3.173 0.033
H -2.814 1.596 1.260 0.073
H -2.563 3.268 1.791 0.075
H -2.026 1.954 2.761 0.087
H 2.182 -0.468 -0.079 0.035
H 0.977 -0.230 1.198 0.062
H 2.421 0.724 1.270 0.061
Cl 1.895 3.572 2.332 0.543
C 3.453 3.442 3.165 -1.060
Cl 4.510 4.673 2.564 0.532
H 3.403 3.552 4.248 0.034
H 3.831 2.442 2.952 -0.005
Cl -3.631 1.978 -5.619 0.564
C -5.010 3.040 -5.628 -1.079
Cl -4.960 4.072 -4.260 0.559
H -4.838 3.734 -6.451 0.021
H -5.915 2.457 -5.795 0.045
Cl -6.776 -1.149 2.687 0.523
C -5.881 0.279 2.145 -1.036
Cl -5.548 1.432 3.399 0.592
H -4.953 -0.035 1.668 0.009
H -6.584 0.705 1.430 0.012
Cl 3.728 -2.055 1.438 0.599
C 5.284 -1.674 2.245 -0.931
Cl 5.040 -0.516 3.573 0.510
H 5.742 -2.571 2.663 0.035
H 5.913 -1.121 1.548 0.016
O -2.432 -2.672 4.540 -0.090
C -3.439 -1.886 5.206 -0.189
C -3.125 -0.354 4.967 -0.258
O -1.863 -0.053 5.495 -0.081
H -1.736 -2.893 5.163 0.044
H -4.348 -2.134 4.658 0.088
H -3.610 -2.200 6.236 0.116
H -3.756 0.153 5.696 0.106
H -3.238 -0.061 3.923 0.075
H -1.254 -0.534 4.930 0.014
O -5.611 6.211 1.952 -0.042
C -5.383 4.874 1.745 -0.275
C -5.944 4.457 0.373 -0.211
O -5.836 3.036 0.142 -0.100
H -5.125 6.521 2.720 0.097
H -4.314 4.687 1.638 0.104
H -5.856 4.264 2.514 0.095
H -5.442 4.987 -0.436 0.111
H -6.989 4.693 0.173 0.116
H -6.070 2.768 -0.750 0.079
O 4.459 0.785 -3.485 -0.088
C 3.713 1.384 -2.387 -0.199
C 4.655 1.889 -1.250 -0.192
O 5.322 0.749 -0.661 -0.089
H 4.962 0.066 -3.095 0.011
H 3.223 2.257 -2.818 0.121
H 2.993 0.642 -2.042 0.078
H 3.958 2.334 -0.541 0.100
H 5.428 2.601 -1.539 0.121
H 5.647 1.011 0.203 0.067
O -1.039 -2.609 1.190 -0.080
C -2.103 -3.460 0.820 -0.224
C -3.386 -2.715 1.072 -0.254
O -3.708 -1.783 0.076 -0.070
H -1.162 -1.888 0.568 0.022
H -1.896 -3.836 -0.182 0.125
H -2.028 -4.336 1.464 0.120
H -3.421 -2.229 2.047 0.101
H -4.250 -3.372 1.179 0.120
H -2.995 -1.150 -0.039 0.027
O 0.481 -1.769 -4.727 -0.058
C 0.456 -0.407 -4.313 -0.229
C -0.362 0.554 -5.174 -0.263
O 0.079 0.683 -6.517 -0.052
H 0.485 -1.653 -5.680 0.072
H -0.110 -0.483 -3.384 0.113
H 1.488 -0.115 -4.118 0.113
H -0.402 1.510 -4.653 0.108
H -1.382 0.172 -5.136 0.091
H -0.576 1.133 -7.055 0.079
O 0.040 -0.761 3.627 -0.076
C 1.271 -1.150 4.191 -0.204
C 1.081 -1.504 5.734 -0.165
O 0.143 -2.603 5.997 -0.091
H -0.390 -1.542 3.271 0.071
H 1.827 -1.868 3.588 0.083
H 1.947 -0.295 4.199 0.093
H 0.743 -0.676 6.357 0.111
H 2.029 -1.762 6.205 0.105
H 0.038 -2.686 6.948 0.089
```

***

No. 3
Below is 14 unconnected molecules or ions with the total composition C28H84O22, with properties calculated with ωB97M-V/def2-TZVPD.

As for the spin multiplicity: 1. The total energy is -2772.277960 hartree. Its charge is 0. The gap between HOMO and LUMO comes out at 8.905 eV. The calculation puts the energy above the lowest of the compared OMol25 structures with the same formula, charge and spin at 0.875 eV.

Structure (XYZ):
```
134
Properties=species:S:1:pos:R:3:lowdin_charge:R:1
C 0.751 -5.593 -0.642 -0.058
C 0.699 -4.087 -0.272 -0.320
O 1.556 -3.681 0.735 -0.087
H 0.023 -5.772 -1.433 0.065
H 0.416 -6.253 0.158 0.072
H 1.760 -5.861 -0.953 0.071
H -0.335 -3.850 -0.022 0.096
H 1.078 -3.609 -1.176 0.090
H 2.446 -3.848 0.419 0.043
C -3.856 1.141 -0.576 -0.061
C -3.953 2.123 0.610 -0.260
O -2.691 2.708 0.828 -0.107
H -3.535 1.631 -1.495 0.049
H -4.878 0.806 -0.755 0.077
H -3.246 0.241 -0.497 0.060
H -4.265 1.626 1.529 0.105
H -4.731 2.861 0.416 0.120
H -1.983 2.072 0.705 0.056
C -3.082 -2.750 2.235 -0.073
C -3.567 -3.965 3.017 -0.315
O -4.984 -4.031 2.936 -0.086
H -3.292 -1.842 2.799 0.075
H -3.601 -2.640 1.283 0.070
H -2.024 -2.844 1.987 0.053
H -3.240 -3.963 4.057 0.102
H -3.232 -4.910 2.589 0.106
H -5.263 -4.891 3.261 0.077
C -0.256 0.268 -4.657 -0.085
C -0.911 0.457 -5.975 -0.295
O -0.911 1.819 -6.341 -0.089
H -0.544 1.010 -3.913 0.050
H 0.833 0.286 -4.680 0.076
H -0.515 -0.674 -4.173 0.077
H -1.974 0.227 -5.899 0.121
H -0.464 -0.121 -6.784 0.120
H -0.034 2.094 -6.617 0.103
C 2.975 3.592 -1.223 -0.066
C 3.834 2.344 -1.323 -0.289
O 3.935 1.810 -0.025 -0.102
H 1.922 3.319 -1.297 0.062
H 3.366 4.310 -1.944 0.082
H 3.140 4.141 -0.297 0.071
H 4.809 2.583 -1.745 0.114
H 3.379 1.595 -1.972 0.115
H 4.456 2.488 0.411 0.090
C -2.094 -3.330 -2.015 -0.092
C -3.128 -2.682 -2.884 -0.353
O -3.552 -3.452 -3.974 -0.054
H -2.621 -4.161 -1.545 0.082
H -1.693 -2.628 -1.283 0.064
H -1.303 -3.819 -2.584 0.075
H -2.871 -1.665 -3.182 0.100
H -3.970 -2.555 -2.204 0.109
H -4.345 -3.932 -3.724 0.087
C 0.677 -2.478 4.186 -0.214
C -0.383 -2.043 5.199 -0.171
O -0.451 -0.589 5.465 -0.073
O 0.443 -2.210 2.817 -0.105
H 1.045 -3.504 4.189 0.125
H 1.558 -1.864 4.377 0.109
H -0.342 -2.667 6.092 0.115
H -1.342 -2.316 4.758 0.095
H -1.015 -0.103 4.858 0.017
H 0.924 -2.886 2.334 0.042
C 1.962 1.322 3.493 -0.189
C 3.404 1.765 3.000 -0.211
O 4.182 2.033 4.151 -0.048
O 1.200 2.473 3.547 -0.079
H 1.884 0.817 4.456 0.127
H 1.568 0.604 2.773 0.097
H 3.320 2.602 2.307 0.099
H 3.834 1.013 2.338 0.077
H 4.176 2.984 4.286 0.087
H 0.977 2.706 2.643 0.045
C -2.663 3.882 -3.262 -0.202
C -3.610 2.980 -4.109 -0.196
O -3.278 2.867 -5.519 -0.077
O -1.377 3.294 -3.280 -0.086
H -3.031 4.013 -2.245 0.111
H -2.630 4.905 -3.638 0.125
H -4.604 3.427 -4.097 0.117
H -3.633 1.957 -3.733 0.101
H -2.467 2.361 -5.605 0.009
H -0.734 3.903 -3.651 0.107
C 4.162 -1.672 0.995 -0.152
C 5.048 -2.875 0.692 -0.179
O 4.296 -4.047 0.271 -0.087
O 3.670 -1.084 -0.274 -0.097
H 4.692 -0.828 1.437 0.114
H 3.357 -2.054 1.622 0.111
H 5.626 -3.174 1.566 0.124
H 5.696 -2.679 -0.163 0.120
H 4.252 -4.002 -0.687 0.031
H 3.532 -0.138 -0.180 0.034
C 0.242 -0.117 0.212 -0.204
C -0.328 0.574 -1.136 -0.165
O -0.562 1.951 -0.919 -0.102
O -0.658 -0.152 1.247 -0.061
H 1.095 0.479 0.538 0.105
H 0.516 -1.141 -0.043 0.111
H -1.287 0.158 -1.445 0.097
H 0.394 0.555 -1.952 0.097
H -0.750 2.346 -1.773 0.048
H -0.394 -0.972 1.670 0.040
C -0.518 5.613 1.176 -0.216
C 0.717 4.852 0.802 -0.259
O 0.522 3.529 1.177 -0.066
O -1.720 5.358 0.398 -0.072
H -0.353 6.687 1.089 0.117
H -0.753 5.414 2.222 0.121
H 1.588 5.326 1.254 0.126
H 0.814 4.984 -0.276 0.113
H 0.365 3.014 0.381 0.052
H -2.041 4.467 0.555 0.024
C -1.803 2.706 5.372 -0.198
C -2.096 2.265 3.913 -0.239
O -1.848 0.916 3.689 -0.069
O -0.409 2.913 5.597 -0.082
H -2.128 1.896 6.025 0.113
H -2.309 3.642 5.607 0.111
H -1.467 2.815 3.213 0.098
H -3.076 2.610 3.585 0.109
H -1.964 0.602 2.789 0.067
H 0.127 2.790 4.810 0.012
C 3.163 -3.704 -3.587 -0.199
C 2.879 -2.180 -3.623 -0.244
O 2.133 -1.645 -2.563 -0.074
O 4.089 -4.040 -2.567 -0.075
H 3.438 -4.088 -4.569 0.122
H 2.232 -4.178 -3.275 0.113
H 2.321 -1.898 -4.516 0.109
H 3.824 -1.654 -3.759 0.116
H 2.670 -1.699 -1.770 0.033
H 4.980 -3.826 -2.853 0.102
```